The following is a DFT calculation (ωB97M-V/def2-TZVPD) of the molecule C4H4N2.

Structure (ORCA input):
```
! RIJCOSX wB97M-V def2-TZVPD def2/J DEFGRID3
* xyz 0 1
C 0.679 0.846 -0.075
C 1.322 -0.400 -0.086
N 0.679 -1.560 -0.175
N -0.637 -1.601 -0.013
C -1.278 -0.462 0.210
C -0.695 0.794 0.052
H 1.252 1.761 -0.242
H 2.405 -0.512 -0.078
H -2.334 -0.518 0.460
H -1.394 1.621 -0.048
*
```

Values from the calculation:
SMILES: c1ccnnc1
Energy relative to the best compared isomer or geometry (same formula, charge and spin): 26.3 kcal/mol

The following is a DFT calculation (ωB97M-V/def2-TZVPD) of the molecule C4H4N2.

Structure (ORCA input):
```
! RIJCOSX wB97M-V def2-TZVPD def2/J DEFGRID3
* xyz 0 1
C 1.195 -0.093 -0.233
C 0.059 -0.615 -0.820
N -0.485 0.717 -1.018
C -1.089 1.092 0.137
N -0.811 0.408 1.219
C 0.189 -0.462 0.812
H 2.264 -0.281 -0.340
H -0.143 -1.459 -1.474
H -1.703 1.990 0.161
H 0.498 -1.247 1.503
*
```

Values from the calculation:
Energy relative to the best compared isomer or geometry (same formula, charge and spin): 101.3 kcal/mol

The following is a DFT calculation (ωB97M-V/def2-TZVPD) of the molecule C4H4N2 at a distorted geometry.

Structure (ORCA input):
```
! RIJCOSX wB97M-V def2-TZVPD def2/J DEFGRID3
* xyz 0 3
C -0.765 1.094 0.630
C 0.616 1.109 0.579
C -0.036 -1.227 -0.840
C 1.065 -0.028 -0.362
N -1.430 -0.030 0.736
N -1.068 -1.109 -0.013
H -1.301 2.059 0.980
H 1.421 0.542 -1.263
H 1.818 -0.473 0.149
H -1.735 -1.791 0.294
*
```

Values from the calculation:
Energy relative to the best compared isomer or geometry (same formula, charge and spin): 83.7 kcal/mol

The following is a DFT calculation (ωB97M-V/def2-TZVPD) of the molecule C4H4N2O.

Structure (ORCA input):
```
! RIJCOSX wB97M-V def2-TZVPD def2/J DEFGRID3
* xyz 0 1
N 2.352 0.218 0.019
C 1.095 0.077 0.006
C 0.432 -1.249 -0.011
N -0.835 -1.455 -0.016
C -1.627 -0.294 -0.007
C -1.087 0.928 0.001
O 0.250 1.159 0.006
H 2.605 1.210 0.030
H 1.164 -2.050 -0.022
H -2.707 -0.398 -0.012
H -1.643 1.854 0.005
*
```

Values from the calculation:
SMILES: [H]/N=c1/cncco1
Energy relative to the best compared isomer or geometry (same formula, charge and spin): 31.4 kcal/mol

The following is a DFT calculation (ωB97M-V/def2-TZVPD) of the molecule C4H4N2O.

Structure (ORCA input):
```
! RIJCOSX wB97M-V def2-TZVPD def2/J DEFGRID3
* xyz 0 1
O 1.997 -1.409 0.350
C 1.036 -0.687 0.184
C 1.038 0.752 -0.039
C -0.120 1.395 -0.310
N -1.331 0.768 -0.536
C -1.359 -0.479 -0.223
N -0.293 -1.181 0.257
H 1.979 1.277 0.077
H -0.159 2.479 -0.375
H -0.520 -1.852 0.970
H -2.269 -1.063 -0.355
*
```

Values from the calculation:
SMILES: O=c1ccnc[nH]1
Energy relative to the best compared isomer or geometry (same formula, charge and spin): 3.9 kcal/mol

The following is a DFT calculation (ωB97M-V/def2-TZVPD) of a 2-piece molecular cluster, C4H4N2O overall at a distorted geometry.

Structure (ORCA input):
```
! RIJCOSX wB97M-V def2-TZVPD def2/J DEFGRID3
* xyz 0 1
C -0.774 -0.150 -1.023
C 0.130 1.477 0.231
C -0.172 -1.214 -0.507
N 0.334 -2.207 -0.082
C 0.705 0.488 1.285
O 0.823 2.131 -0.507
N 1.144 -0.291 2.011
H 0.899 -2.297 0.752
H -1.820 -0.007 -0.806
H -0.412 0.250 -1.956
H -0.856 1.820 0.601
*
```

Values from the calculation:
SMILES: N#CC=O.C=C=N
Energy relative to the best compared isomer or geometry (same formula, charge and spin): 76.1 kcal/mol

The following is a DFT calculation (ωB97M-V/def2-TZVPD) of the molecule C4H4N2O at a distorted geometry.

Structure (ORCA input):
```
! RIJCOSX wB97M-V def2-TZVPD def2/J DEFGRID3
* xyz 0 1
O 2.351 -0.977 0.102
C 1.168 -0.691 0.105
C 0.660 0.720 0.038
C -0.679 0.934 -0.524
N -1.537 -0.001 -0.599
C -1.054 -1.231 -0.086
N 0.140 -1.619 0.303
H 1.437 1.473 0.000
H -0.916 2.040 -0.553
H 0.018 0.902 0.977
H -1.865 -1.927 0.163
*
```

Values from the calculation:
SMILES: O=C1CC=NC=N1
Energy relative to the best compared isomer or geometry (same formula, charge and spin): 42.4 kcal/mol

The following is a DFT calculation (ωB97M-V/def2-TZVPD) of a 2-piece molecular cluster, C4H4N2O overall at a distorted geometry.

Structure (ORCA input):
```
! RIJCOSX wB97M-V def2-TZVPD def2/J DEFGRID3
* xyz 0 1
C -2.360 0.123 -0.620
C 0.733 -0.838 1.225
C 0.984 0.138 -0.579
C 0.826 0.533 0.779
N -2.562 -0.149 -1.729
N 0.776 -1.943 1.412
O 0.102 1.101 -0.197
H 1.905 0.410 -1.161
H 0.357 -0.844 -0.810
H 1.520 1.136 1.234
H -2.279 0.333 0.448
*
```

Values from the calculation:
SMILES: N#C[C@H]1CO1.C#N
Energy relative to the best compared isomer or geometry (same formula, charge and spin): 108.9 kcal/mol

The following is a DFT calculation (ωB97M-V/def2-TZVPD) of the molecule C4H4N2O at a distorted geometry.

Structure (ORCA input):
```
! RIJCOSX wB97M-V def2-TZVPD def2/J DEFGRID3
* xyz 0 1
C -0.005 0.825 0.055
C 0.273 -0.632 0.474
C 1.744 -0.985 0.018
C -0.902 -1.415 0.019
H -2.113 0.883 0.309
H -1.387 2.539 -0.478
H 0.857 1.569 0.276
H 1.990 -2.110 -0.217
N -1.208 1.445 -0.089
N -1.879 -1.963 -0.184
O 2.629 -0.157 -0.184
*
```

Values from the calculation:
SMILES: N#C/C(C=O)=C\N
Energy relative to the best compared isomer or geometry (same formula, charge and spin): 75.2 kcal/mol

The following is a DFT calculation (ωB97M-V/def2-TZVPD) of a 2-piece molecular cluster, C4H4N2O overall at a distorted geometry.

Structure (ORCA input):
```
! RIJCOSX wB97M-V def2-TZVPD def2/J DEFGRID3
* xyz 0 1
C 0.425 -2.480 0.083
C 2.943 -0.108 0.055
C 0.232 -1.169 -0.014
C -0.319 0.029 -0.007
N 0.739 -3.591 -0.095
N -1.701 0.234 0.358
O 3.093 1.043 0.016
H 3.731 -0.898 0.500
H 0.085 1.006 -0.211
H -2.276 -0.605 0.382
H -1.990 1.046 -0.135
*
```

Values from the calculation:
Energy relative to the best compared isomer or geometry (same formula, charge and spin): 123.9 kcal/mol

The following is a DFT calculation (ωB97M-V/def2-TZVPD) of the molecule C4H4N2O at a distorted geometry.

Structure (ORCA input):
```
! RIJCOSX wB97M-V def2-TZVPD def2/J DEFGRID3
* xyz 0 1
C -0.048 0.906 -0.147
C -0.905 -1.102 0.112
C 0.470 -1.333 0.068
C 1.128 -0.079 -0.228
H 0.897 2.415 0.203
H -2.069 0.688 -0.627
H -1.655 -1.947 0.398
H 0.998 -2.183 0.625
N 0.007 2.198 0.314
N -1.220 0.350 -0.480
O 2.396 0.087 -0.239
*
```

Values from the calculation:
SMILES: [H]/N=C1/NC=CC1=O
Energy relative to the best compared isomer or geometry (same formula, charge and spin): 81.5 kcal/mol

The following is a DFT calculation (ωB97M-V/def2-TZVPD) of the molecule C4H4N2O.

Structure (ORCA input):
```
! RIJCOSX wB97M-V def2-TZVPD def2/J DEFGRID3
* xyz 0 1
O -1.330 2.172 0.170
C -1.038 0.999 0.173
C -0.273 0.340 1.249
C 0.750 -0.412 0.811
N 0.834 -0.702 -0.542
C -0.262 -0.479 -1.338
N -1.280 0.203 -0.968
H -0.408 0.609 2.291
H 1.529 -0.829 1.441
H 1.706 -0.992 -0.951
H -0.228 -0.909 -2.337
*
```

Values from the calculation:
SMILES: O=c1cc[nH]cn1
Energy relative to the best compared isomer or geometry (same formula, charge and spin): 11.8 kcal/mol

The following is a DFT calculation (ωB97M-V/def2-TZVPD) of the molecule C4H4N2O at a distorted geometry.

Structure (ORCA input):
```
! RIJCOSX wB97M-V def2-TZVPD def2/J DEFGRID3
* xyz 0 1
N -1.230 0.221 2.055
C -0.563 0.298 1.021
C 0.681 0.988 0.686
N 1.379 0.670 -0.345
C 0.989 -0.321 -1.208
C -0.238 -0.895 -1.208
O -1.175 -0.501 -0.350
H -2.219 0.036 1.960
H 1.051 1.822 1.299
H 1.715 -0.576 -1.964
H -0.433 -1.734 -1.901
*
```

Values from the calculation:
SMILES: [H]/N=c1/cncco1
Energy relative to the best compared isomer or geometry (same formula, charge and spin): 57.3 kcal/mol

The following is a DFT calculation (ωB97M-V/def2-TZVPD) of the molecule C4H4N2O at a distorted geometry.

Structure (ORCA input):
```
! RIJCOSX wB97M-V def2-TZVPD def2/J DEFGRID3
* xyz 0 1
N 2.565 0.107 0.114
C 1.448 -0.326 -0.077
C 0.296 -0.820 -0.427
C -0.980 -0.594 0.203
C -1.588 0.580 0.324
N -1.083 1.853 -0.064
O -0.315 1.807 -0.995
H 3.245 -0.362 0.697
H 0.346 -1.472 -1.270
H -1.439 -1.476 0.627
H -2.495 0.702 0.868
*
```

Values from the calculation:
SMILES: N=C=C/C=C\N=O
Energy relative to the best compared isomer or geometry (same formula, charge and spin): 110.2 kcal/mol

The following is a DFT calculation (ωB97M-V/def2-TZVPD) of the molecule C4H4N2O at a distorted geometry.

Structure (ORCA input):
```
! RIJCOSX wB97M-V def2-TZVPD def2/J DEFGRID3
* xyz 0 1
C 0.680 -0.604 0.746
C 0.396 0.533 1.322
C -1.136 -0.247 -0.804
C 0.379 -0.437 -0.769
N -1.380 0.891 -0.303
N -0.140 1.499 -0.028
O 0.746 0.910 -0.959
H 1.063 -1.521 1.143
H 0.414 1.032 2.259
H -1.879 -0.932 -1.155
H 0.858 -1.126 -1.452
*
```

Values from the calculation:
SMILES: C1=CN2N=C[C@H]1O2
Energy relative to the best compared isomer or geometry (same formula, charge and spin): 117.1 kcal/mol

The following is a DFT calculation (ωB97M-V/def2-TZVPD) of a 2-piece molecular cluster, C4H4N2O overall at a distorted geometry.

Structure (ORCA input):
```
! RIJCOSX wB97M-V def2-TZVPD def2/J DEFGRID3
* xyz 0 1
C -1.320 2.209 -1.050
C -1.358 1.927 0.113
C 0.955 -2.079 0.640
C 0.332 -0.864 0.061
N 1.005 0.099 -0.778
N 0.834 0.552 0.325
O 0.415 -3.069 1.086
H -1.272 2.682 -2.027
H -1.037 1.485 1.011
H 2.076 -1.951 0.812
H -0.630 -0.992 -0.193
*
```

Values from the calculation:
SMILES: O=CC1N=N1.C#C
Energy relative to the best compared isomer or geometry (same formula, charge and spin): 131.6 kcal/mol

The following is a DFT calculation (ωB97M-V/def2-TZVPD) of the molecule C4H4N2O2 at a distorted geometry.

Structure (ORCA input):
```
! RIJCOSX wB97M-V def2-TZVPD def2/J DEFGRID3
* xyz 0 1
C 0.043 1.139 2.576
C -0.308 0.529 1.460
C 0.235 -0.001 -0.857
C -0.359 -1.263 -2.371
H 1.023 1.727 2.715
H -0.400 0.895 3.551
H -1.075 -0.188 1.277
H -0.698 -2.165 -2.902
N -0.721 -0.757 -1.126
N 0.699 -0.727 -2.846
O 0.453 0.718 0.326
O 1.107 0.092 -1.802
*
```

Values from the calculation:
SMILES: C=COc1ncno1
Energy relative to the best compared isomer or geometry (same formula, charge and spin): 79.5 kcal/mol

The following is a DFT calculation (ωB97M-V/def2-TZVPD) of the molecule C4H4N2O2 at a distorted geometry.

Structure (ORCA input):
```
! RIJCOSX wB97M-V def2-TZVPD def2/J DEFGRID3
* xyz 0 1
C 0.834 0.089 -0.019
C 0.065 1.323 0.001
C -1.215 1.006 0.001
C -1.487 -0.441 0.002
H 1.160 -2.109 -0.066
H 2.722 0.366 0.193
H 0.473 2.330 0.047
H -2.025 1.772 -0.241
N -0.157 -0.922 0.135
N 2.052 -0.351 -0.019
O 0.182 -2.179 -0.055
O -2.606 -0.883 0.021
*
```

Values from the calculation:
SMILES: [H]/N=C1\C=CC(=O)N1O
Energy relative to the best compared isomer or geometry (same formula, charge and spin): 76.3 kcal/mol

The following is a DFT calculation (ωB97M-V/def2-TZVPD) of C4H4N2O2 as an isolated structure at a distorted geometry.

Structure (ORCA input):
```
! RIJCOSX wB97M-V def2-TZVPD def2/J DEFGRID3
* xyz 0 1
C -0.404 1.168 -0.342
C -1.501 0.365 -0.153
C -0.484 -1.311 0.442
C 1.831 0.079 0.028
H -0.617 2.239 -0.484
H -2.432 1.015 -0.521
H -0.504 -1.311 1.478
H 2.841 0.336 0.253
N 0.338 -1.482 -0.572
N 1.750 -1.222 -0.299
O 0.866 1.122 0.207
O -1.684 -0.997 -0.039
*
```

Values from the calculation:
Energy relative to the best compared isomer or geometry (same formula, charge and spin): 142.3 kcal/mol

The following is a DFT calculation (ωB97M-V/def2-TZVPD) of the molecule C4H4N2O2 at a distorted geometry.

Structure (ORCA input):
```
! RIJCOSX wB97M-V def2-TZVPD def2/J DEFGRID3
* xyz 0 1
C 1.702 -0.778 0.498
C -0.673 -0.937 -0.229
C -1.660 -0.236 -0.663
C -0.780 1.672 0.162
H 1.978 -0.019 1.464
H -0.405 -1.950 -0.418
H -2.539 -0.526 -1.128
H -0.869 2.733 0.242
N 0.408 -0.280 0.221
N 0.362 1.155 0.589
O 2.319 -1.761 -0.045
O -1.706 1.175 -0.511
*
```

Values from the calculation:
SMILES: O=CN1C=COC=N1
Energy relative to the best compared isomer or geometry (same formula, charge and spin): 99.1 kcal/mol